1.
Here is an isolated ion of composition C17H18N5O and charge +1 at a distorted geometry from OMol25. Energies are from ωB97M-V/def2-TZVPD.

```
41
C17H18N5O ωB97M-V/def2-TZVPD
O -0.14261 1.03054 0.37850
N -3.26545 -1.44889 6.64963
N -2.86127 -1.88125 7.67169
N -3.64774 -1.13743 5.47152
N 0.01340 -0.38926 -2.06688
N 2.20545 0.02458 -2.10367
C -0.17398 -1.60361 -4.33837
C -2.59387 1.05261 2.70778
C 3.36570 0.62680 -1.75707
C 1.07813 0.19104 -1.42353
C 1.96897 -0.75338 -3.23724
C -1.43267 -0.06108 -1.90251
C -1.20738 0.82120 2.46594
C -3.44440 0.42590 3.68749
C -2.92967 -0.53930 4.53170
C 2.90267 -1.17224 -4.32164
C -1.50398 -0.84066 4.29033
C 0.59314 -0.88114 -3.26494
C 3.39497 1.51799 -0.64351
C -0.73549 -0.17823 3.34521
C 1.01013 1.00574 -0.36814
C 2.15888 1.72755 0.10018
C -0.27083 1.69268 1.61034
H -2.98620 1.74025 1.96951
H 0.26707 -2.58625 -4.45510
H -0.62850 2.74730 1.43001
H -2.07585 -0.53889 -2.58605
H -0.93503 -1.53643 4.86368
H -0.04094 -1.05804 -5.27887
H -4.46629 0.72452 3.88893
H 2.84098 -0.49350 -5.17201
H 0.26449 -0.42288 3.24670
H 4.24276 0.43392 -2.28298
H 2.17544 2.49202 0.95157
H 4.29923 2.06694 -0.44600
H -1.60398 0.99208 -2.05074
H -1.74390 -0.28888 -0.89741
H -1.21933 -1.77176 -4.11714
H 3.93476 -1.37190 -3.99060
H 2.49868 -2.12787 -4.67281
H 0.69450 1.76925 2.11650
```

lowest unoccupied orbital energy: -3.35 eV
maximum force: 7.3 eV/Å
total charge: +1
gap between HOMO and LUMO: 7.4 eV
energy relative to the best compared isomer or geometry (same formula, charge and spin): 4.087 eV


2.
Here is C17H18N7OPbSSbSe4 as an isolated structure from OMol25. Energies are from ωB97M-V/def2-TZVPD.

```
50
C17H18N7OPbSSbSe4 ωB97M-V/def2-TZVPD
Pb 0.64114 0.03016 -0.97708
Sb 2.81527 5.51182 0.80191
Se 4.99048 5.19208 0.19671
Se 1.29653 6.02596 2.41862
Se 1.44232 5.19711 -1.62438
Se 0.17725 3.56913 -1.01618
S -1.47066 0.69545 0.69001
O 1.89635 0.99065 0.60951
N 1.03410 -1.43464 0.79953
N -0.32182 -2.30369 -1.35233
N -2.31859 0.57110 -2.44503
N -3.23978 0.90043 -1.45664
N -5.10931 1.43545 -0.44315
N -4.08140 1.30813 0.44086
N 1.79974 -0.95524 1.84302
C 0.52960 -2.61170 0.89317
C -5.29984 1.18251 -2.89600
C -1.49185 -4.79937 -1.42517
C -1.54457 -3.97003 -2.53297
C 3.62201 2.14181 2.44795
C -4.59037 1.18260 -1.59880
C 3.06684 0.88627 2.68019
C 4.72855 2.05394 4.57559
C 4.17657 0.80239 4.81047
C 4.45160 2.72439 3.39124
C -0.94244 -2.72487 -2.44689
C 2.19904 0.27433 1.64654
C -0.82695 -4.36952 -0.28651
C 3.35016 0.21619 3.86626
C -2.92723 0.97500 -0.13411
C 0.69486 -3.49662 2.07913
C -0.24124 -3.10990 -0.28501
H -2.03023 -4.27948 -3.44617
H -0.75835 -5.00612 0.58183
H -0.27646 -3.68862 2.53878
H 3.41205 2.63703 1.51196
H -1.95103 -5.77703 -1.44796
H 1.11909 -4.45677 1.78365
H -6.33192 1.47441 -2.72383
H 2.91973 -0.75901 4.04271
H -2.63864 -0.26159 -2.93141
H 1.34593 -3.02728 2.80747
H -2.25347 1.33823 -3.10864
H -4.84825 1.88549 -3.59583
H 4.39511 0.28047 5.73159
H 5.38000 2.50337 5.31200
H -4.23687 1.45113 1.42694
H 4.89324 3.69479 3.20522
H -5.28931 0.18928 -3.34785
H -0.93430 -2.04858 -3.29317
```

lowest unoccupied orbital energy (alpha / beta): -9.02 / -9.16 eV
maximum force: 0.5 eV/Å
total charge: +2
gap between HOMO and LUMO (alpha / beta): 4.0 / 3.9 eV
energy relative to the best compared isomer or geometry (same formula, charge and spin): 1.205 eV


3.
Here is a 4-piece molecular cluster, C17H19Br2FN4O8P2 overall at a distorted geometry from OMol25. Energies are from ωB97M-V/def2-TZVPD.

```
53
C17H19Br2FN4O8P2 ωB97M-V/def2-TZVPD
Br -2.59472 1.60840 2.17909
Br 0.33962 0.09030 2.18851
P 2.00059 -1.67251 -3.44152
P 1.64749 2.99426 0.81173
F 5.92273 -0.78399 -1.31400
O -0.65343 -0.47151 -2.21132
O 2.24704 4.22286 0.29832
O 2.99251 -1.54159 -4.52930
O 0.33994 3.31739 1.66270
O 2.33116 3.24262 -2.28227
O 4.92074 1.17465 -1.00129
O 2.62078 2.25676 1.82786
O 3.82064 1.74234 -4.32672
N 4.87660 0.12331 -3.05507
N -0.37563 -0.26146 5.43026
N -4.11557 -0.62727 -1.11794
N -1.60361 -2.62339 0.45369
C 1.31673 1.87676 -0.58731
C 2.08442 2.15436 -1.84809
C -4.64615 -2.89355 -2.27535
C -0.30227 -3.79527 2.37472
C -4.35576 -1.62262 -1.62811
C 0.37942 0.04168 -1.85333
C 5.20244 0.25220 -1.72535
C -2.78402 0.30529 6.23169
C -0.48914 0.35539 0.45118
C 0.46749 0.84471 -0.58715
C -1.89570 1.07489 0.42017
C -1.99933 2.21301 -0.56034
C -1.43374 -0.00999 5.78511
C 1.64741 -0.11675 -2.60002
C 3.75306 0.97084 -3.40258
C 2.47875 0.90843 -2.61044
C -1.05358 -3.18660 1.28505
H -1.17791 2.91024 -0.54232
H -2.60732 0.33611 0.10350
H -2.92497 2.75309 -0.44422
H -0.01890 4.12835 1.29021
H -3.33037 0.79308 5.42717
H -5.72033 -3.00479 -2.40495
H 2.37335 -2.57229 -2.42096
H -2.74143 0.97021 7.09130
H 0.67414 -4.11263 2.01595
H 2.29251 2.44289 2.71406
H -0.74540 -0.64607 0.16395
H 4.68986 -0.84179 -3.31413
H -4.16268 -2.92866 -3.24890
H -0.17102 -3.06791 3.17386
H -2.02389 1.77703 -1.55288
H -3.30174 -0.60913 6.51193
H 0.75852 -2.14326 -3.90016
H -0.84149 -4.65892 2.75781
H -4.27176 -3.70901 -1.66054
```

lowest unoccupied orbital energy: -1.82 eV
maximum force: 2.5 eV/Å
total charge: 0
gap between HOMO and LUMO: 8.0 eV
SMILES: C[C@H](Br)[C@H](Br)C1=C(P(=O)(O)O)C(=O)C(C(=O)NC(=O)F)=C([PH2]=O)C1=O.CC#N.CC#N.CC#N


4.
Here is a 5-piece molecular cluster, C17H19Cl4N3 overall at a distorted geometry from OMol25. Energies are from ωB97M-V/def2-TZVPD.

```
43
C17H19Cl4N3 ωB97M-V/def2-TZVPD
Cl -4.15999 -0.12396 -10.48032
Cl -7.48568 -5.24193 -7.31184
Cl -4.73680 -2.66857 -9.14615
Cl -7.96272 -7.54264 -5.56024
N -11.95588 -1.24750 -2.05604
N -10.88967 -1.27700 -6.65287
N -13.80098 2.75488 -5.99486
C -12.96612 1.41149 -2.05940
C -5.24320 -1.51115 -10.40793
C -8.67340 -0.34378 -8.11574
C -12.21614 0.90864 -3.11468
C -8.65996 -1.62672 -7.55913
C -13.20708 0.53953 -1.03026
C -10.86305 -0.08807 -7.23289
C -15.56831 3.22925 -4.47021
C -14.36919 1.56495 -6.22716
C -9.78195 0.46071 -7.89551
C -7.16599 -5.92890 -5.74647
C -14.38205 3.56798 -5.12132
C -15.58255 1.18759 -5.66408
C -16.20237 2.04996 -4.77988
C -12.62934 -0.73738 -1.02649
C -11.75174 -0.38815 -3.08860
C -9.80873 -2.03504 -6.88637
H -9.86036 1.46318 -8.29217
H -7.80426 -0.01423 -8.67264
H -16.00565 3.87395 -3.71675
H -5.24725 -2.02807 -11.36086
H -11.86535 1.55768 -3.90954
H -7.88126 -2.33260 -7.80470
H -9.87042 -3.07733 -6.59117
H -13.88300 0.93761 -6.96152
H -12.70320 -1.39335 -0.16799
H -15.99140 0.23259 -5.96781
H -11.68365 0.61436 -7.08672
H -6.25590 -1.18840 -10.19347
H -6.09875 -6.09390 -5.68559
H -13.93805 4.53267 -4.91226
H -11.21412 -0.78920 -3.93717
H -13.73774 0.90510 -0.15726
H -17.15743 1.80856 -4.33103
H -7.58206 -5.30932 -4.96430
H -13.41385 2.39527 -2.04039
```

lowest unoccupied orbital energy: 0.63 eV
maximum force: 1.6 eV/Å
total charge: 0
gap between HOMO and LUMO: 10.0 eV
energy relative to the best compared isomer or geometry (same formula, charge and spin): 0.423 eV
SMILES: c1ccncc1.c1ccncc1.c1ccncc1.ClCCl.ClCCl


5.
Here is C17H19Cl4N3 as an isolated structure at a distorted geometry from OMol25. Energies are from ωB97M-V/def2-TZVPD.

```
43
C17H19Cl4N3 ωB97M-V/def2-TZVPD
Cl 0.51271 -2.72372 0.97792
Cl -1.62263 -2.22805 -0.74203
Cl 1.10031 -2.37695 -2.08928
Cl -1.49280 -2.17897 -3.69918
N -2.09013 3.16274 0.30661
N 1.40858 -2.41661 2.94120
N 0.10043 0.88067 -2.07621
C 2.47539 -0.99062 4.67475
C 2.14573 -2.28277 4.16358
C 1.38010 -0.01601 2.78596
C -1.93614 1.60720 -1.52154
C 2.11482 0.10979 4.02860
C 0.31535 -0.57745 -0.16100
C -1.57197 2.02672 -0.20773
C -0.25111 -3.35030 -0.47189
C -0.25057 -0.24934 -1.40993
C 0.20848 -1.64405 -3.53136
C 1.09472 1.64488 -1.58507
C 1.30023 0.20463 0.37765
C -2.90681 2.29590 -2.22176
C 1.72417 1.32576 -0.34140
C -3.50953 3.43742 -1.63688
C 1.04216 -1.29533 2.27714
C -3.09640 3.81737 -0.30597
H 2.51394 -3.14589 4.69822
H 0.58399 -1.43567 1.30926
H -0.67472 1.57697 0.19107
H 2.50970 2.00830 -0.05247
H -1.42198 0.77820 -1.98500
H 0.76877 -1.79599 -4.45391
H 0.24029 -0.59045 -3.25387
H 3.04408 -0.86838 5.58474
H -0.66122 -4.35400 -0.36009
H -4.17932 4.11973 -2.13912
H -3.24210 1.95610 -3.19053
H 0.51457 -3.25285 -1.24152
H 2.48812 1.06415 4.36953
H 1.11603 2.56785 -2.14547
H -3.49470 4.75597 0.05013
H 1.06684 0.83120 2.19393
H -0.06765 -1.43942 0.36505
H 1.72180 -0.06549 1.33458
H -1.02149 -0.89326 -1.80674
```

lowest unoccupied orbital energy: 0.35 eV
maximum force: 18.5 eV/Å
total charge: 0
gap between HOMO and LUMO: 8.5 eV
energy relative to the best compared isomer or geometry (same formula, charge and spin): 20.742 eV


Q: What is the maximum force in the third record?
A: 2.5 eV/Å